Molecular formula: C4H5I
Method: DFT, wB97M-V/def2-TZVPD

Each line ends with the Löwdin charge.
Cartesian coordinates (Å):
C  -1.005  -0.366  0.585  -0.178
C  -0.355  -1.280  -0.082  -0.023
C  -0.158  0.907  0.279  -0.277
C  0.870  0.133  -0.651  -0.698
I  2.833  0.016  0.036  0.770
H  -1.989  -0.662  1.174  0.130
H  -0.388  -2.364  -0.384  0.087
H  -0.756  1.704  -0.279  0.114
H  0.201  1.563  1.009  0.054
H  0.747  0.348  -1.686  0.020

relative energy (zero: lowest compared OMol25 entry of this formula, charge and spin) = 2.0049 eV
LUMO = 0.64 eV
molecular weight = 179.988 g/mol
HOMO-LUMO gap = 9.5 eV
net charge = 0

Molecular formula: C4H5I
Method: DFT, wB97M-V/def2-TZVPD

Each line ends with the Löwdin charge.
Cartesian coordinates (Å):
C  1.097  -0.956  -0.151  -0.144
C  -1.135  1.509  0.035  -0.187
C  -0.003  -1.548  0.153  0.005
C  -1.637  0.292  0.107  -0.658
I  -3.734  -0.127  0.020  0.684
H  2.136  -1.562  -0.090  0.107
H  1.374  0.041  -0.470  0.037
H  -1.715  2.229  -0.463  0.022
H  -0.103  1.771  0.340  0.061
H  -0.284  -2.625  0.355  0.073

relative energy (zero: lowest compared OMol25 entry of this formula, charge and spin) = 4.3310 eV
LUMO (alpha / beta) = -0.53 / -0.65 eV
molecular weight = 179.988 g/mol
HOMO-LUMO gap (alpha / beta) = 8.1 / 8.0 eV
net charge = 0

Molecular formula: C4H5IN2
Method: DFT, wB97M-V/def2-TZVPD

Each line ends with the Löwdin charge.
Cartesian coordinates (Å):
C  0.728  -1.134  -0.152  -0.277
C  1.739  -0.482  0.340  -0.709
C  -0.661  -0.642  0.413  -0.170
C  -1.160  0.758  -0.132  -0.224
N  0.817  2.049  0.012  0.176
N  -0.206  1.711  -0.357  -0.151
I  3.753  -0.336  0.054  0.782
H  0.607  -1.933  -0.956  0.118
H  -1.489  -1.184  -0.021  0.083
H  -0.603  -0.819  1.485  0.098
H  -1.623  0.649  -1.148  0.129
H  -1.901  1.364  0.462  0.144

relative energy (zero: lowest compared OMol25 entry of this formula, charge and spin) = 5.2747 eV
LUMO (alpha / beta) = -0.67 / 0.60 eV
molecular weight = 208.002 g/mol
HOMO-LUMO gap (alpha / beta) = 6.3 / 8.8 eV
net charge = 0

Molecular formula: C4H5IN2
Method: DFT, wB97M-V/def2-TZVPD

Each line ends with the Löwdin charge.
Cartesian coordinates (Å):
C  -0.032  -0.938  -0.713  -0.370
C  0.077  2.263  -1.263  -0.078
C  -0.316  -0.806  1.718  -0.161
C  0.467  -0.618  0.431  -0.809
N  -0.327  -1.402  -1.805  0.153
N  -0.746  1.594  -0.863  0.088
I  2.377  0.319  0.558  0.826
H  0.990  2.606  -1.508  0.009
H  -0.868  -0.767  -2.459  0.094
H  0.439  -1.088  2.454  0.046
H  -0.870  0.250  2.022  0.125
H  -1.193  -1.413  1.429  0.076

relative energy (zero: lowest compared OMol25 entry of this formula, charge and spin) = 2.7320 eV
LUMO = -0.01 eV
molecular weight = 208.002 g/mol
HOMO-LUMO gap = 8.4 eV
SMILES string = CC(I)=C=N.C#N
net charge = 0

Molecular formula: C4H5IN2O
Method: DFT, wB97M-V/def2-TZVPD

Each line ends with the Mulliken spin population.
Cartesian coordinates (Å):
C  -0.246  -1.446  0.045  0.037
C  -0.972  -0.331  -0.057  0.396
C  1.118  -1.245  0.126  0.118
C  -0.118  1.016  -0.144  -0.024
N  2.136  -1.898  0.290  0.336
N  1.233  0.786  0.220  0.707
O  -0.713  2.179  0.341  0.005
I  1.623  1.136  2.255  0.339
H  -0.541  -2.596  0.181  -0.002
H  -1.990  -0.132  -0.047  0.034
H  -0.114  1.028  -1.233  0.044
H  3.011  -1.793  0.758  0.009
H  -0.303  2.662  1.003  0.002

relative energy (zero: lowest compared OMol25 entry of this formula, charge and spin) = 2.0690 eV
LUMO (alpha / beta) = -0.72 / -2.56 eV
molecular weight = 224.001 g/mol
HOMO-LUMO gap (alpha / beta) = 4.9 / 6.9 eV
⟨S²⟩ = 2.024
2S+1 = 3
net charge = 0

Molecular formula: C4H5IN4
Method: DFT, wB97M-V/def2-TZVPD

Each line ends with the Löwdin charge.
Cartesian coordinates (Å):
C  0.895  1.971  0.190  -0.277
C  -1.078  0.912  -0.903  -0.136
C  0.152  0.823  -0.266  -0.294
C  0.805  -0.551  0.053  -0.622
N  1.450  2.929  0.492  0.167
N  -1.590  -1.261  -1.553  0.104
N  -1.846  -0.109  -1.139  -0.056
N  0.186  -0.757  1.835  -0.047
I  2.979  -0.647  0.106  0.776
H  -1.508  1.878  -1.306  0.153
H  0.370  -1.344  -0.618  0.036
H  -2.381  -1.999  -1.363  0.119
H  0.879  -0.165  2.517  0.078
H  0.687  -1.680  1.955  0.000

relative energy (zero: lowest compared OMol25 entry of this formula, charge and spin) = 3.5540 eV
LUMO = -1.37 eV
molecular weight = 236.016 g/mol
HOMO-LUMO gap = 7.5 eV
net charge = 0

Molecular formula: C4H5KO5
Method: DFT, wB97M-V/def2-TZVPD

Each line ends with the Löwdin charge.
Cartesian coordinates (Å):
O  -0.386  1.925  -0.611  -0.043
C  0.548  2.560  0.069  -0.668
C  -0.339  0.394  -0.216  0.011
O  0.555  3.776  0.172  -0.019
O  1.307  1.757  0.785  0.084
C  1.007  0.370  0.515  -0.080
K  -1.194  4.481  -1.586  1.017
H  -0.280  -0.084  -1.198  0.130
H  -1.197  0.306  0.457  0.131
H  1.806  -0.045  -0.108  0.140
H  0.960  -0.146  1.477  0.141
O  -0.760  -4.471  0.415  -0.127
C  -0.564  -3.308  -0.330  -0.524
O  -0.878  -2.307  0.336  -0.219
H  -0.585  -5.208  -0.179  0.027

relative energy (zero: lowest compared OMol25 entry of this formula, charge and spin) = 1.1994 eV
LUMO = -1.73 eV
molecular weight = 172.177 g/mol
HOMO-LUMO gap = 3.0 eV
net charge = 0

Molecular formula: C4H5LaLiO2
Method: DFT, wB97M-V/def2-TZVPD

Each line ends with the Löwdin charge.
Cartesian coordinates (Å):
H  0.224  2.117  0.926  0.101
C  0.181  1.476  0.033  -0.453
C  1.334  0.974  -0.466  -0.028
O  -1.031  1.226  -0.443  -0.591
La  -3.443  2.766  -0.279  1.175
H  2.286  1.286  -0.035  0.059
H  1.338  0.388  -1.391  0.059
C  1.940  -2.105  1.081  0.056
C  0.763  -2.234  0.511  -0.243
O  -0.244  -2.102  -0.085  0.053
Li  -1.118  -0.545  -0.945  0.631
H  1.981  -1.938  2.158  0.089
H  2.833  -2.319  0.492  0.092

relative energy (zero: lowest compared OMol25 entry of this formula, charge and spin) = 0.0000 eV
LUMO (alpha / beta) = -4.07 / -4.07 eV
molecular weight = 230.929 g/mol
HOMO-LUMO gap (alpha / beta) = 5.6 / 5.6 eV
net charge = +1

Molecular formula: C4H5LiMgO3
Method: DFT, wB97M-V/def2-TZVPD

Each line ends with the Löwdin charge.
Cartesian coordinates (Å):
Li  -1.120  -1.757  -0.980  0.801
O  -1.370  -0.066  0.154  -0.131
C  -2.384  0.784  0.706  -0.007
H  -2.123  1.006  1.746  0.110
H  -2.454  1.718  0.138  0.112
H  -3.312  0.212  0.636  0.098
C  2.432  -1.380  -0.281  -0.070
C  1.737  -0.315  -0.697  -0.420
O  0.376  -0.493  -1.033  -0.197
C  -0.131  0.408  0.003  -0.543
O  0.231  1.480  0.431  -0.023
Mg  2.616  2.015  -0.579  0.213
H  3.386  -1.196  0.217  0.026
H  2.117  -2.414  -0.461  0.030

LUMO (alpha / beta) = -1.69 / -1.69 eV
molecular weight = 132.327 g/mol
HOMO-LUMO gap (alpha / beta) = 2.3 / 2.3 eV
net charge = 0

Molecular formula: C4H5LiNaO2
Method: DFT, wB97M-V/def2-TZVPD

Each line ends with the Mulliken spin population.
Cartesian coordinates (Å):
C  1.275  -1.024  0.118  0.378
C  0.383  -0.412  1.030  -0.164
C  -0.826  0.192  0.609  0.580
C  -0.681  1.273  -0.431  -0.059
O  -1.173  0.898  -1.667  0.049
O  2.041  -2.020  0.406  0.104
Li  2.686  -3.610  0.174  0.014
Na  -3.185  2.212  -2.298  0.022
H  1.376  -0.573  -0.886  0.016
H  0.489  1.415  -0.373  -0.002
H  0.411  -0.827  2.045  -0.002
H  -1.645  0.264  1.330  0.027
H  -1.152  2.213  -0.057  0.037

relative energy (zero: lowest compared OMol25 entry of this formula, charge and spin) = 0.0000 eV
LUMO (alpha / beta) = -0.89 / -0.98 eV
molecular weight = 115.013 g/mol
HOMO-LUMO gap (alpha / beta) = 3.2 / 5.0 eV
⟨S²⟩ = 0.782
2S+1 = 2
net charge = 0

Molecular formula: C4H5LiO5Yb
Method: DFT, wB97M-V/def2-TZVPD

Each line ends with the Mulliken spin population.
Cartesian coordinates (Å):
O  4.164  -0.941  -3.657  -0.562
C  4.733  -0.374  -2.720  -0.120
O  5.796  0.196  -2.645  0.013
O  3.931  -0.436  -1.507  0.065
C  2.897  0.534  0.369  -0.007
C  3.714  0.618  -0.829  0.012
Li  7.328  0.403  -3.693  0.002
H  2.783  1.529  0.815  0.000
H  1.894  0.235  0.011  0.001
H  3.366  -0.190  1.057  0.000
H  4.029  1.575  -1.258  0.002
Yb  2.514  -2.129  -4.719  2.593
O  0.277  -1.450  2.422  0.000
C  -0.614  -1.568  3.205  0.000
O  -1.143  -2.667  3.644  0.000
H  -1.866  -2.497  4.268  0.000

relative energy (zero: lowest compared OMol25 entry of this formula, charge and spin) = 0.0000 eV
LUMO (alpha / beta) = -15.83 / -17.49 eV
molecular weight = 313.060 g/mol
HOMO-LUMO gap (alpha / beta) = 5.6 / 8.2 eV
⟨S²⟩ = 2.001
2S+1 = 3
net charge = +4

Molecular formula: C4H5LiO7Tl
Method: DFT, wB97M-V/def2-TZVPD

Each line ends with the Löwdin charge.
Cartesian coordinates (Å):
O  1.813  1.186  -2.189  -0.175
C  0.996  1.499  -1.284  -0.846
O  0.020  2.265  -1.486  -0.140
O  1.167  0.905  -0.099  -0.016
C  0.090  0.142  0.442  -0.173
O  -0.413  -1.893  1.534  -0.375
C  -2.686  -1.614  2.827  -0.792
C  0.625  -1.175  0.990  -0.453
O  -2.151  -0.703  3.544  -0.144
O  -2.424  -2.813  3.195  -0.156
Tl  0.932  2.919  -4.113  0.949
Li  -0.607  -2.009  3.551  0.740
H  -0.675  -0.059  -0.324  0.131
H  -0.373  0.688  1.279  0.127
H  1.098  -1.743  0.159  0.094
H  1.509  -0.910  1.612  0.089
O  -3.981  -1.357  2.438  0.049
H  -4.222  -2.027  1.788  0.092

relative energy (zero: lowest compared OMol25 entry of this formula, charge and spin) = 1.8761 eV
LUMO = 1.19 eV
molecular weight = 376.401 g/mol
HOMO-LUMO gap = 4.6 eV
net charge = -1

Which value of molecular weight does entry 9 give? 132.327 g/mol